Entry 1:
Here is a structure of composition C66H58FeN9S3 from the Open Molecules 2025 dataset. Energies are from ωB97M-V/def2-TZVPD.

Each line ends with the Mulliken charge.
Element x y z (Å)
Fe  -0.76355  1.38386  1.31667  1.8081
C  -3.82878  1.66937  -0.57391  -0.7255
C  -4.03856  0.98442  0.74578  0.5504
C  -5.28130  0.45260  1.06307  -0.9663
C  -5.43325  -0.21445  2.26649  -0.9889
C  -4.36005  -0.29869  3.12886  -0.9174
C  -3.14723  0.28692  2.77169  0.0178
N  -2.99878  0.90249  1.57845  0.4868
C  -1.97743  0.31300  3.65511  0.6520
C  -1.98117  -0.25682  4.91549  -0.9279
C  -0.85514  -0.12205  5.73847  -1.5474
C  0.21406  0.60432  5.29193  -1.1001
C  0.17076  1.18541  3.99642  0.4473
N  -0.90790  0.98692  3.19113  1.8886
C  1.19884  2.01741  3.51963  0.1938
C  1.96481  2.87362  4.32965  -0.9346
C  2.62792  3.93697  3.79261  -1.4513
C  2.45212  4.23601  2.39651  -0.7525
C  1.84800  3.37991  1.55837  0.0922
C  1.77906  3.57492  0.07293  -0.5712
N  1.39377  2.08765  2.07067  1.7504
H  -4.50050  2.52252  -0.67390  0.6511
H  -2.79756  2.00249  -0.64737  -0.3486
H  -4.03448  0.98362  -1.39936  0.2203
H  -6.10899  0.55361  0.37441  0.5585
H  -6.38969  -0.64560  2.53084  0.4597
H  -4.47179  -0.79282  4.08113  0.4808
H  -2.84305  -0.79757  5.27352  0.4783
H  -0.83799  -0.57490  6.72094  0.4556
H  1.10589  0.71726  5.88968  0.5676
H  1.95814  2.74220  5.40460  0.3065
H  3.22055  4.59205  4.41333  0.3614
H  2.81349  5.17739  2.00325  0.5148
H  1.51141  4.60496  -0.16680  0.4810
H  2.74958  3.36801  -0.38724  0.4390
H  1.05036  2.89468  -0.35649  -0.7718
N  0.06427  -0.52041  1.15036  0.2840
S  -0.01652  -1.92657  0.83716  0.3509
N  0.58607  -2.41482  -0.65172  -0.1073
S  -0.16058  -2.04108  -1.95498  1.4468
N  -0.91119  -0.67973  -2.05941  -0.0048
S  -0.32441  0.85228  -1.88126  0.6284
N  -0.50819  1.60778  -0.63950  0.3165
C  -1.20261  1.67789  -3.21578  0.7837
C  -2.00933  1.00870  -4.12082  -0.8310
C  -2.67157  1.72855  -5.10587  -0.9562
C  -2.54983  3.10881  -5.16284  -0.8121
C  -1.75177  3.77525  -4.24062  -0.8468
C  -1.06651  3.05836  -3.27536  -0.5509
C  1.37120  0.82419  -2.44676  0.4007
C  2.30873  0.44138  -1.52029  1.7036
C  3.63413  0.36096  -1.89749  0.2227
C  4.01185  0.68791  -3.19297  -0.6666
C  3.05586  1.08311  -4.12093  -1.3574
C  1.71812  1.14597  -3.75310  -0.6892
C  0.99626  -2.34445  -3.25507  0.7948
C  2.19739  -2.98534  -2.97936  -0.4736
C  3.03701  -3.31784  -4.02800  -0.6871
C  2.67644  -3.01965  -5.33478  -0.7511
C  1.46376  -2.39363  -5.59827  -0.7571
C  0.61604  -2.05623  -4.56150  -0.6731
C  -1.42519  -3.23016  -2.30952  0.9464
C  -2.58892  -2.88157  -2.98123  -0.4028
C  -3.48581  -3.87373  -3.33603  -0.7344
C  -3.22589  -5.19884  -3.01521  -0.7615
C  -2.05868  -5.53716  -2.34201  -0.8134
C  -1.14818  -4.55603  -1.99697  -0.8210
C  0.96843  -2.96127  1.91029  0.2571
C  0.99859  -2.56870  3.23882  -0.1397
C  1.64011  -3.37568  4.16412  -0.4689
C  2.24403  -4.55615  3.75107  -0.8494
C  2.22955  -4.92511  2.41189  -0.8052
C  1.58437  -4.12649  1.47992  -0.1227
C  -1.62561  -2.75648  0.87756  0.7704
C  -1.76128  -4.07948  1.27364  -0.2850
C  -3.00637  -4.68305  1.18791  -1.0474
C  -4.09363  -3.97745  0.69268  -1.0961
C  -3.94421  -2.65609  0.29668  -0.8925
C  -2.70688  -2.04010  0.39600  0.8299
H  -2.10584  -0.06431  -4.05038  0.2358
H  -3.27571  1.21135  -5.83898  0.4821
H  -3.05743  3.66851  -5.93646  0.4034
H  -1.65862  4.85164  -4.28490  0.5027
H  -0.40203  3.55251  -2.57665  0.4698
H  1.99442  0.21176  -0.51262  -1.3549
H  4.40554  0.03385  -1.12897  -0.5222
H  5.05471  0.63449  -3.48244  0.5044
H  3.34693  1.33824  -5.13137  0.4618
H  0.96296  1.44879  -4.46543  0.5885
H  2.45449  -3.19661  -1.95102  0.4731
H  3.98191  -3.80465  -3.82963  0.4984
H  3.33928  -3.27254  -6.15057  0.4158
H  1.18336  -2.16740  -6.61771  0.4892
H  -0.33443  -1.57311  -4.75266  0.2990
H  -2.78636  -1.83996  -3.18806  0.2508
H  -4.39280  -3.61130  -3.86321  0.5070
H  -3.93377  -5.96912  -3.28810  0.4238
H  -1.85807  -6.56958  -2.09113  0.4982
H  -0.22448  -4.79707  -1.48722  0.3186
H  0.52146  -1.63717  3.52035  -0.1433
H  1.66939  -3.08400  5.20482  0.4735
H  2.72522  -5.19649  4.47795  0.4005
H  2.72304  -5.83510  2.09880  0.5036
H  1.55924  -4.39392  0.43265  0.1736
H  -0.91545  -4.63852  1.64768  0.5308
H  -3.12234  -5.71217  1.50031  0.4520
H  -5.05616  -4.46344  0.60462  0.4651
H  -4.78813  -2.10445  -0.09366  0.6517
H  -2.55072  -1.01420  0.09427  -0.5808
C  -1.14316  6.63147  -0.46830  -1.4001
C  -1.21124  5.65014  0.64983  0.9574
C  -1.28949  5.85094  2.00924  -1.6556
C  -1.32074  4.56679  2.58916  0.7172
N  -1.25433  3.64622  1.64121  0.2037
N  -1.19117  4.31564  0.47528  0.3295
C  -1.46780  4.24085  4.03548  -1.2079
H  -0.96379  7.62331  -0.06132  0.3844
H  -2.07119  6.65627  -1.04185  0.2861
H  -0.33038  6.38918  -1.15514  0.2886
H  -1.31864  6.79225  2.52924  0.4973
H  -1.13789  3.77945  -0.37754  -0.2084
H  -2.22908  4.88239  4.47894  0.5151
H  -0.52938  4.41221  4.56382  0.1876
H  -1.76369  3.20081  4.15414  0.0779
C  2.27107  1.12839  1.61640  -0.0591
C  3.23509  0.50842  1.24622  0.2497
C  4.42334  -0.18415  0.85428  -0.3085
C  4.88882  -1.27620  1.58465  -0.5085
C  6.12235  -1.84180  1.29158  -0.8781
C  6.90932  -1.32510  0.27037  -0.6993
C  6.44855  -0.24797  -0.47451  -0.5211
C  5.21394  0.32053  -0.19192  0.3028
H  4.28907  -1.65366  2.40252  0.5942
H  6.47839  -2.67910  1.87712  0.4574
H  7.88694  -1.74379  0.07292  0.4235
H  7.06121  0.16291  -1.26676  0.4123
H  4.87362  1.17810  -0.74227  0.4997

Values from the calculation:
total charge: +1
HOMO-LUMO gap (alpha / beta): 4.515 / 4.531 eV
HOMO (alpha / beta): -7.004 / -7.020 eV
M: 1129.30 u



Entry 2:
Here is a cluster of 2 separate species, C3H8NO in total from the Open Molecules 2025 dataset. Energies are from ωB97M-V/def2-TZVPD.

Each line ends with the Mulliken charge.
Element x y z (Å)
C  0.08859  0.22176  -1.17130  0.1244
C  0.78102  -0.90947  -1.30904  -0.6708
C  -0.95051  1.86996  0.15917  -0.1577
N  -0.46308  0.67288  0.05712  0.0743
H  0.32218  1.04762  -1.86036  0.2442
H  1.12753  -1.65406  -0.61280  0.2359
H  1.13848  -1.03881  -2.32359  0.2522
H  -1.89201  1.95931  0.67480  0.3050
H  -0.44901  2.63766  -0.43867  0.2883
H  -0.12824  0.05384  0.86268  0.3186
H  0.06650  -2.17528  1.45701  0.3041
H  0.30824  -1.40969  2.71810  0.3271
O  0.05031  -1.27572  1.78688  -0.6455

Values from the calculation:
total charge: +1
HOMO-LUMO gap: 8.614 eV
HOMO: -14.582 eV
ΔE to the lowest compared entry with this formula, charge and spin: 2.278 eV
M: 74.10 u



Entry 3:
Here is a structure of composition C36H36FeN3O2S2 from the Open Molecules 2025 dataset. Energies are from ωB97M-V/def2-TZVPD.

Each line ends with the Löwdin spin population.
Element x y z (Å)
Fe  -0.26468  -0.14151  0.31120  3.6756
N  0.25685  -3.56216  -2.43056  0.0052
C  -0.90390  -4.32726  -2.67756  -0.0003
C  -0.84624  -5.37162  -3.58413  0.0007
C  -1.97810  -6.13153  -3.85050  -0.0004
C  -3.16739  -5.84915  -3.20630  0.0008
C  -3.22745  -4.80413  -2.29090  -0.0001
C  -2.10182  -4.04756  -2.03140  0.0014
S  -2.19917  -2.71259  -0.85726  0.0000
N  -0.62589  -2.08393  -0.84232  0.0175
C  0.34620  -2.53765  -1.54884  0.0071
C  1.66965  -1.88499  -1.38850  0.0035
C  2.85751  -2.47222  -1.80094  0.0012
C  4.04573  -1.77726  -1.62904  0.0013
C  4.01243  -0.52055  -1.04996  0.0009
C  2.78732  -0.02100  -0.64076  0.0033
N  1.64829  -0.68734  -0.79723  0.0261
H  1.04085  -3.75034  -3.02894  0.0003
H  0.09058  -5.58906  -4.08509  0.0000
H  -1.91836  -6.94339  -4.56188  0.0000
H  -4.05453  -6.43174  -3.41225  0.0001
H  -4.15413  -4.57415  -1.77937  0.0000
H  2.87851  -3.46975  -2.21592  0.0003
H  4.98164  -2.21552  -1.94755  0.0000
H  4.91796  0.04857  -0.89873  0.0001
H  2.70678  0.94717  -0.16290  0.0001
O  -0.54889  1.82258  -0.56348  0.0365
S  -1.28378  2.92541  0.16357  0.0058
C  -1.86400  4.09782  -1.07087  0.0018
C  -2.33591  3.71747  -2.31578  0.0003
C  -2.82926  4.69189  -3.16684  0.0000
C  -2.85217  6.02392  -2.76949  0.0002
C  -2.36827  6.39354  -1.52299  0.0001
C  -1.86116  5.42534  -0.66928  0.0006
C  -2.90316  2.21691  0.53690  0.0023
C  -3.67261  2.77091  1.54576  -0.0001
C  -4.92023  2.22552  1.81014  0.0013
C  -5.38962  1.15569  1.06138  0.0001
C  -4.60767  0.60896  0.05305  0.0009
C  -3.35016  1.13305  -0.20219  0.0029
H  -2.31149  2.67864  -2.61964  0.0000
H  -3.20496  4.41074  -4.14135  0.0000
H  -3.24055  6.77806  -3.44074  0.0000
H  -2.37887  7.43093  -1.21806  0.0000
H  -1.46349  5.69462  0.30249  0.0001
H  -3.30669  3.61370  2.11994  0.0000
H  -5.51814  2.63811  2.61176  0.0001
H  -6.36602  0.73977  1.27159  0.0000
H  -4.97370  -0.22457  -0.53155  0.0000
H  -2.72238  0.70507  -0.97789  0.0012
C  -1.06607  -2.99264  2.74301  0.0007
C  -1.77750  -1.88539  3.53292  0.0014
C  -2.81281  -1.15892  2.67193  0.0018
C  -0.77917  -0.95954  4.20376  0.0142
C  -0.67490  -0.99263  5.58666  -0.0014
C  0.25484  -0.22590  6.26728  0.0138
C  1.10346  0.59575  5.54786  -0.0015
C  1.04453  0.66588  4.16288  0.0140
C  2.08266  1.50747  3.44286  0.0013
C  1.52838  2.51110  2.42658  -0.0006
C  3.12889  0.58272  2.80548  0.0004
C  0.09621  -0.12135  3.46899  0.0111
O  0.02559  -0.06149  2.13966  0.1448
H  -1.78307  -3.74322  2.40419  0.0001
H  -0.32684  -3.48586  3.37507  0.0000
H  -0.55452  -2.58369  1.87174  0.0003
H  -2.32879  -2.38098  4.33619  0.0001
H  -2.34330  -0.64323  1.83444  0.0013
H  -3.36320  -0.42145  3.25732  0.0000
H  -3.52697  -1.87799  2.26222  0.0002
H  -1.33856  -1.64156  6.14738  -0.0003
H  0.32609  -0.28119  7.34560  0.0009
H  1.83661  1.19894  6.07145  -0.0003
H  2.59191  2.09309  4.21233  0.0000
H  1.10491  2.00962  1.55846  -0.0006
H  2.33512  3.16725  2.08981  0.0000
H  0.75432  3.13160  2.88133  0.0000
H  2.65346  -0.08686  2.08802  -0.0004
H  3.60847  -0.02484  3.57325  0.0000
H  3.90506  1.16198  2.29578  0.0001

Values from the calculation:
total charge: +1
HOMO-LUMO gap (alpha / beta): 6.349 / 6.300 eV
HOMO (alpha / beta): -9.565 / -9.638 eV
ΔE to the lowest compared entry with this formula, charge and spin: 0.341 eV
2S+1: 5
M: 662.68 u



Entry 4:
Here is an isolated molecule of C3H5Cl from the Open Molecules 2025 dataset. Energies are from ωB97M-V/def2-TZVPD.

Each line ends with the Löwdin spin population.
Element x y z (Å)
C  0.00260  0.74788  -0.23874  0.1502
C  0.10845  -0.71477  -0.22392  0.1103
C  -0.95842  -0.08070  0.53639  0.5537
Cl  -2.80419  -0.02783  -0.11365  1.1082
H  0.64562  1.17984  0.45274  0.0200
H  -0.20757  1.39803  -1.17190  0.0137
H  -0.04649  -1.37217  -0.96544  0.0122
H  1.01688  -1.20614  0.23676  0.0268
H  -0.94577  -0.09206  1.66890  0.0049

Values from the calculation:
HOMO-LUMO gap (alpha / beta): 6.465 / 7.043 eV
HOMO (alpha / beta): -5.302 / -10.864 eV
ΔE to the lowest compared entry with this formula, charge and spin: 2.160 eV
2S+1: 3
M: 76.53 u



Entry 5:
Here is the ion C7H11N5O with charge +2 from the Open Molecules 2025 dataset. Energies are from ωB97M-V/def2-TZVPD.

Each line ends with the Mulliken charge.
Element x y z (Å)
C  2.74013  -0.98563  -1.45051  -1.1221
C  2.40490  -0.51888  -0.08555  0.7500
O  3.16066  -0.10176  0.73265  -0.5206
C  0.91352  -0.53721  0.46789  -0.2216
N  1.08759  -0.00886  1.83382  -0.3276
C  0.15025  0.49728  -0.43268  -0.4726
C  -1.27435  0.69011  -0.22347  -0.0948
N  -2.01159  1.76731  -0.25829  -0.0556
C  -3.44387  1.58008  -0.09880  -0.2413
N  -3.77113  0.33180  0.05832  -0.3593
C  -2.66228  -0.40720  -0.00017  0.5216
N  -2.60552  -1.68590  -0.02832  0.7583
N  -2.45195  -2.78871  -0.07281  -0.4508
H  1.89032  -1.11220  -2.04497  0.3332
H  3.51005  -0.21282  -1.86659  0.3647
H  3.45573  -1.93099  -1.41794  0.3858
H  0.30595  -1.52576  0.70251  0.4070
H  1.31276  -0.72831  2.50045  0.3693
H  0.29977  0.50921  2.20708  0.2872
H  2.05910  0.55147  1.82935  0.4539
H  0.14656  0.03982  -1.50727  0.2344
H  0.50382  1.52656  -0.21493  0.3657
H  -1.53645  2.61848  -0.49488  0.2380
H  -4.18397  2.43208  -0.13488  0.3975

Values from the calculation:
total charge: +2
SMILES string: CC(=O)[C@@H]([NH3+])Cc1[nH]cnc1[N+]#N
HOMO-LUMO gap (alpha / beta): 8.174 / 8.174 eV
HOMO (alpha / beta): -16.810 / -16.810 eV
ΔE to the lowest compared entry with this formula, charge and spin: 3.702 eV
M: 181.20 u



Entry 6:
Here is a structure of composition C6H15NO from the Open Molecules 2025 dataset. Energies are from ωB97M-V/def2-TZVPD.

Each line ends with the Mulliken charge.
Element x y z (Å)
C  1.32628  0.96425  0.48093  -0.4914
C  0.59918  -0.30939  0.94557  -0.6897
C  -0.78371  -0.59480  0.16404  -0.4984
C  -1.73309  0.60979  0.54694  -0.5825
C  -2.69803  -0.43522  0.08280  -0.1148
C  -3.03690  -0.34241  -1.26579  -0.9916
N  1.81847  0.78282  -0.87892  -0.6056
H  0.55820  1.76654  0.61726  0.3833
H  2.17319  1.15898  1.11316  0.3306
H  0.45549  -0.38849  2.02758  0.4269
H  1.28608  -1.09424  0.60375  0.2074
H  -0.44080  -0.43463  -0.84769  0.1411
H  -0.82312  -1.68150  0.26574  0.4067
H  -1.77581  1.49369  -0.09127  0.3341
H  -1.68447  0.87398  1.60216  0.3175
H  -2.98057  -1.13523  0.86721  0.3921
H  -3.58515  0.50761  -1.64929  0.2861
H  -2.94890  -1.18691  -1.93611  0.2929
H  2.13642  1.64923  -1.29493  0.1839
H  1.09956  0.43262  -1.49703  0.1989
H  3.82624  -1.63168  0.22233  0.3021
H  3.21508  -0.31761  -0.26944  0.4587
O  3.99633  -0.68743  0.19098  -0.6883

Values from the calculation:
HOMO-LUMO gap: 8.179 eV
HOMO: -7.474 eV
ΔE to the lowest compared entry with this formula, charge and spin: 5.160 eV
M: 117.19 u



Question: Look up the M of the fifth one.
Answer: 181.20 u